Entry from the OMol25 dataset: a 10-piece molecular cluster, C20H40Cl20 overall in a non-equilibrium geometry (the ωB97M-V functional and the def2-TZVPD basis).

Last columns: bonded neighbours and bond lengths (Å).
Positions of all 80 atoms, in Å:
1 Cl 8.4001 13.6800 13.1035  C2 1.830
2 C 6.8278 12.7778 12.8553  Cl1 1.830, C3 1.507, H5 1.127, H6 1.065
3 C 7.0027 11.8002 11.7213  C2 1.507, Cl4 1.796, H7 1.118, H8 1.090
4 Cl 8.0996 10.4744 12.2359  C3 1.796
5 H 6.0055 13.5079 12.6075  C2 1.127
6 H 6.6612 12.2933 13.7893  C2 1.065
7 H 7.4711 12.2999 10.8381  C3 1.118
8 H 6.0416 11.3500 11.4737  C3 1.090
9 Cl 11.0637 7.5909 16.2314  C10 1.753
10 C 12.2171 7.0962 15.0072  Cl9 1.753, C11 1.515, H13 1.122, H14 1.073
11 C 12.3027 8.0906 13.8677  C10 1.515, Cl12 1.763, H15 1.101, H16 1.079
12 Cl 10.8721 8.2094 12.8449  C11 1.763
13 H 11.9822 6.0819 14.5902  C10 1.122
14 H 13.1743 6.9681 15.4741  C10 1.073
15 H 13.1136 7.7099 13.2282  C11 1.101
16 H 12.4410 9.1053 14.2087  C11 1.079
17 Cl 15.5022 9.5001 15.0634  C18 1.870
18 C 16.9796 9.5760 13.9191  Cl17 1.870, C19 1.458, H21 1.115, H22 1.046
19 C 16.5705 8.9049 12.6912  C18 1.458, Cl20 1.787, H23 1.090, H24 1.084
20 Cl 17.8221 9.0975 11.4296  C19 1.787
21 H 17.6826 9.0122 14.5760  C18 1.115
22 H 17.2103 10.5961 13.9006  C18 1.046
23 H 15.6871 9.3944 12.2819  C19 1.090
24 H 16.3024 7.8620 12.8176  C19 1.084
25 Cl 14.5512 13.7651 7.9924  C26 1.843
26 C 15.3653 12.1380 8.2849  Cl25 1.843, C27 1.515, H29 1.071, H30 1.084
27 C 15.6714 11.3969 6.9996  C26 1.515, Cl28 1.799, H31 1.088, H32 1.074
28 Cl 14.2154 10.8492 6.0969  C27 1.799
29 H 14.7589 11.5753 8.9658  C26 1.071
30 H 16.3289 12.2995 8.7553  C26 1.084
31 H 16.2755 10.5252 7.2440  C27 1.088
32 H 16.2595 12.0216 6.3537  C27 1.074
33 Cl 15.1808 15.8337 16.2301  C34 1.827
34 C 14.3399 14.3207 15.6461  Cl33 1.827, C35 1.481, H37 1.081, H38 1.097
35 C 14.8129 13.1970 16.4863  C34 1.481, Cl36 1.861, H39 1.092, H40 1.085
36 Cl 13.9205 13.1256 18.1177  C35 1.861
37 H 14.6152 14.0408 14.6387  C34 1.081
38 H 13.2710 14.4159 15.8721  C34 1.097
39 H 15.8748 13.1666 16.7391  C35 1.092
40 H 14.5801 12.2427 16.0246  C35 1.085
41 Cl 12.5424 16.2197 12.2540  C42 1.780
42 C 12.7168 16.0111 10.4948  Cl41 1.780, C43 1.523, H45 1.096, H46 1.104
43 C 13.1605 17.3071 9.8299  C42 1.523, Cl44 1.814, H47 1.063, H48 1.086
44 Cl 12.9509 17.1186 8.0375  C43 1.814
45 H 11.7129 15.7574 10.1346  C42 1.096
46 H 13.4067 15.1847 10.2521  C42 1.104
47 H 14.1959 17.4999 9.9752  C43 1.063
48 H 12.5497 18.1416 10.1626  C43 1.086
49 Cl 16.9156 17.7707 11.7849  C50 1.826
50 C 17.5328 16.2882 12.6536  Cl49 1.826, C51 1.522, H53 1.079, H54 1.052
51 C 16.3503 15.3338 12.7378  C50 1.522, Cl52 1.795, H55 1.104, H56 1.092
52 Cl 17.0911 13.8070 13.3232  C51 1.795
53 H 17.8198 16.5655 13.6557  C50 1.079
54 H 18.3018 15.9121 12.0425  C50 1.052
55 H 15.9417 14.9720 11.7784  C51 1.104
56 H 15.4731 15.5883 13.3364  C51 1.092
57 Cl 13.1657 5.7999 11.1354  C58 1.780
58 C 12.4543 6.6007 9.7139  Cl57 1.780, C59 1.485, H61 1.117, H62 1.117
59 C 13.4412 7.3984 8.9426  C58 1.485, Cl60 1.798, H63 1.121, H64 1.084
60 Cl 14.3582 8.5029 10.0251  C59 1.798
61 H 11.6706 7.2973 10.0992  C58 1.117
62 H 11.9548 5.9042 8.9979  C58 1.117
63 H 12.8997 8.0317 8.1932  C59 1.121
64 H 14.2089 6.7327 8.5649  C59 1.084
65 Cl 9.8489 9.6888 8.4139  C66 1.760
66 C 10.2397 11.0419 7.3581  Cl65 1.760, C67 1.457, H69 1.081, H70 1.065
67 C 11.1141 11.9886 8.0387  C66 1.457, Cl68 1.795, H71 1.106, H72 1.094
68 Cl 10.3565 12.7957 9.4520  C67 1.795
69 H 9.3258 11.5249 7.0417  C66 1.081
70 H 10.7437 10.7152 6.4792  C66 1.065
71 H 11.4054 12.8583 7.4200  C67 1.106
72 H 12.0117 11.4822 8.4052  C67 1.094
73 Cl 11.9509 12.1495 14.5323  C74 1.821
74 C 11.7745 11.9545 12.7301  Cl73 1.821, C75 1.478, H77 1.129, H78 1.076
75 C 12.7781 11.1753 11.9752  C74 1.478, Cl76 1.788, H79 1.088, H80 1.106
76 Cl 14.3873 11.9232 12.1927  C75 1.788
77 H 11.7109 13.0232 12.3720  C74 1.129
78 H 10.8090 11.5080 12.5664  C74 1.076
79 H 12.4816 11.2985 10.9359  C75 1.088
80 H 12.8890 10.1325 12.3279  C75 1.106

Summary:
Lowest unoccupied orbital energy ... 0.24 eV
Kohn-Sham gap ... 10.6 eV
HOMO energy ... -10.325 eV
Multiplicity ... 1
Structure (SMILES) ... ClCCCl.ClCCCl.ClCCCl.ClCCCl.ClCCCl.ClCCCl.ClCCCl.ClCCCl.ClCCCl.ClCCCl
Relative energy (zero: lowest compared OMol25 entry of this formula, charge and spin) ... 76.0 kJ/mol

Charge distribution, Mulliken scheme, values in e:
1 Cl -0.15
2 C -0.47
3 C -0.46
4 Cl -0.10
5 H 0.31
6 H 0.32
7 H 0.18
8 H 0.37
9 Cl -0.19
10 C -0.52
11 C 0.14
12 Cl -0.12
13 H 0.33
14 H 0.33
15 H -0.03
16 H 0.02
17 Cl -0.19
18 C -0.35
19 C 0.54
20 Cl -0.22
21 H 0.38
22 H 0.15
23 H -0.73
24 H 0.37
25 Cl -0.14
26 C -0.12
27 C -0.53
28 Cl -0.19
29 H -0.17
30 H 0.39
31 H 0.35
32 H 0.40
33 Cl -0.21
34 C 0.26
35 C -0.08
36 Cl -0.23
37 H -0.35
38 H 0.32
39 H 0.43
40 H -0.13
41 Cl -0.20
42 C -0.03
43 C -0.32
44 Cl -0.22
45 H 0.32
46 H -0.06
47 H 0.13
48 H 0.39
49 Cl -0.23
50 C -0.49
51 C -0.08
52 Cl -0.17
53 H 0.34
54 H 0.34
55 H 0.12
56 H 0.15
57 Cl -0.18
58 C -0.17
59 C -0.56
60 Cl -0.02
61 H -0.01
62 H 0.38
63 H 0.23
64 H 0.34
65 Cl -0.15
66 C -0.50
67 C -0.13
68 Cl -0.12
69 H 0.39
70 H 0.32
71 H 0.35
72 H -0.15
73 Cl -0.23
74 C -0.01
75 C 1.47
76 Cl -0.02
77 H 0.09
78 H -0.05
79 H -0.41
80 H -0.76



Entry from the OMol25 dataset: a 7-piece molecular cluster, C20H40Cl8O3 overall in a non-equilibrium geometry (the ωB97M-V functional and the def2-TZVPD basis).

Last columns: bonded neighbours and bond lengths (Å).
Positions of all 71 atoms, in Å:
1 Cl -0.3317 -4.5798 -1.8187  C2 1.780
2 C 0.2076 -3.1692 -2.7606  Cl1 1.780, C3 1.529, H5 1.090, H6 1.090
3 C -0.9539 -2.1756 -2.7118  C2 1.529, Cl4 1.755, H7 1.090, H8 1.090
4 Cl -0.4454 -0.6711 -3.4598  C3 1.755
5 H 0.5214 -3.3886 -3.7811  C2 1.090
6 H 1.0878 -2.7867 -2.2439  C2 1.090
7 H -1.1529 -1.9534 -1.6634  C3 1.090
8 H -1.8615 -2.5094 -3.2148  C3 1.090
9 Cl -1.5927 1.5958 3.4122  C10 1.720
10 C -3.0728 0.8156 3.0150  Cl9 1.720, C11 1.500, H13 1.090, H14 1.090
11 C -3.1604 -0.5311 3.6686  C10 1.500, Cl12 1.854, H15 1.090, H16 1.090
12 Cl -4.6503 -1.3672 2.9494  C11 1.854
13 H -3.0923 0.7204 1.9293  C10 1.090
14 H -3.8831 1.4967 3.2751  C10 1.090
15 H -3.4318 -0.4477 4.7210  C11 1.090
16 H -2.2672 -1.0887 3.3869  C11 1.090
17 Cl 6.3833 2.9893 2.9772  C18 1.774
18 C 7.0353 1.5812 2.1171  Cl17 1.774, C19 1.568, H21 1.090, H22 1.090
19 C 6.1125 1.1354 0.9298  C18 1.568, Cl20 1.776, H23 1.090, H24 1.090
20 Cl 4.9395 -0.0154 1.6026  C19 1.776
21 H 7.1278 0.7379 2.8015  C18 1.090
22 H 8.0191 1.8197 1.7127  C18 1.090
23 H 6.5898 0.6475 0.0800  C19 1.090
24 H 5.5969 1.9830 0.4784  C19 1.090
25 Cl -0.7738 -1.6176 1.2997  C26 1.805
26 C 0.6943 -0.8191 1.9813  Cl25 1.805, C27 1.518, H29 1.090, H30 1.090
27 C 1.3436 0.1453 1.0060  C26 1.518, Cl28 1.780, H31 1.090, H32 1.090
28 Cl 1.7217 -0.6759 -0.5273  C27 1.780
29 H 1.4236 -1.6040 2.1817  C26 1.090
30 H 0.4923 -0.4296 2.9791  C26 1.090
31 H 2.2648 0.6160 1.3494  C27 1.090
32 H 0.7299 1.0104 0.7546  C27 1.090
33 C -2.7654 -4.4942 1.7907  C34 1.495, C37 1.540, H38 1.090, H39 1.090
34 C -2.2556 -5.8996 1.7899  C33 1.495, C35 1.532, H40 1.090, H41 1.090
35 C -3.4868 -6.8061 1.6967  C34 1.532, O36 1.392, H42 1.090, H43 1.090
36 O -4.5536 -5.9242 1.5437  C35 1.392, C37 1.423
37 C -4.2261 -4.7180 2.2235  C33 1.540, O36 1.423, H44 1.090, H45 1.090
38 H -2.6432 -4.0426 0.8062  C33 1.090
39 H -2.3193 -3.7765 2.4792  C33 1.090
40 H -1.6691 -6.1373 2.6775  C34 1.090
41 H -1.6140 -6.0581 0.9231  C34 1.090
42 H -3.5833 -7.4251 2.5887  C35 1.090
43 H -3.4109 -7.5379 0.8925  C35 1.090
44 H -4.3680 -4.8464 3.2966  C37 1.090
45 H -4.8992 -3.9154 1.9220  C37 1.090
46 C -2.0186 2.0215 -1.0751  C47 1.466, C50 1.489, H51 1.090, H52 1.090
47 C -2.0067 2.2693 -2.5200  C46 1.466, C48 1.517, H53 1.090, H54 1.090
48 C -2.7470 3.5817 -2.6955  C47 1.517, O49 1.428, H55 1.090, H56 1.090
49 O -2.8315 4.1257 -1.3779  C48 1.428, C50 1.397
50 C -1.9613 3.4127 -0.5489  C46 1.489, O49 1.397, H57 1.090, H58 1.090
51 H -1.1784 1.4378 -0.6990  C46 1.090
52 H -2.9895 1.6056 -0.8060  C46 1.090
53 H -2.5468 1.5071 -3.0816  C47 1.090
54 H -1.0160 2.3478 -2.9678  C47 1.090
55 H -3.8065 3.3767 -2.8495  C48 1.090
56 H -2.2198 4.2123 -3.4115  C48 1.090
57 H -2.2496 3.4363 0.5021  C50 1.090
58 H -0.9738 3.8458 -0.7086  C50 1.090
59 C 2.2377 3.1153 -1.6850  C60 1.521, C63 1.555, H64 1.090, H65 1.090
60 C 3.7343 3.3768 -1.6223  C59 1.521, C61 1.586, H66 1.090, H67 1.090
61 C 4.0694 4.2417 -2.9087  C60 1.586, O62 1.363, H68 1.090, H69 1.090
62 O 3.1348 3.7369 -3.7635  C61 1.363, C63 1.424
63 C 1.8721 3.5292 -3.1383  C59 1.555, O62 1.424, H70 1.090, H71 1.090
64 H 1.5842 3.6875 -1.0265  C59 1.090
65 H 2.0864 2.0561 -1.4771  C59 1.090
66 H 4.3628 2.4988 -1.4734  C60 1.090
67 H 4.0034 4.0153 -0.7808  C60 1.090
68 H 5.0475 4.0402 -3.3456  C61 1.090
69 H 4.0446 5.3202 -2.7528  C61 1.090
70 H 1.2416 2.8623 -3.7265  C63 1.090
71 H 1.2996 4.4565 -3.1174  C63 1.090

Summary:
Lowest unoccupied orbital energy ... 0.36 eV
Kohn-Sham gap ... 9.8 eV
HOMO energy ... -9.474 eV
Multiplicity ... 1
Structure (SMILES) ... C1CCOC1.C1CCOC1.C1CCOC1.ClCCCl.ClCCCl.ClCCCl.ClCCCl
Relative energy (zero: lowest compared OMol25 entry of this formula, charge and spin) ... 37.5 kJ/mol

Charge distribution, Mulliken scheme, values in e:
1 Cl -0.17
2 C -0.26
3 C -0.21
4 Cl -0.16
5 H 0.41
6 H 0.05
7 H -0.08
8 H 0.45
9 Cl -0.18
10 C -0.25
11 C -0.24
12 Cl -0.22
13 H 0.07
14 H 0.40
15 H 0.39
16 H 0.03
17 Cl -0.18
18 C -0.41
19 C -0.10
20 Cl -0.18
21 H 0.31
22 H 0.31
23 H 0.34
24 H -0.03
25 Cl -0.13
26 C -0.80
27 C -0.20
28 Cl -0.18
29 H 0.35
30 H 0.40
31 H 0.45
32 H 0.07
33 C 0.29
34 C -0.43
35 C -0.48
36 O -0.44
37 C -0.48
38 H -0.04
39 H 0.08
40 H 0.32
41 H 0.07
42 H 0.26
43 H 0.33
44 H 0.27
45 H 0.26
46 C 0.30
47 C -0.05
48 C -0.47
49 O -0.45
50 C -0.26
51 H -0.16
52 H 0.19
53 H 0.32
54 H -0.40
55 H 0.32
56 H 0.25
57 H 0.25
58 H 0.17
59 C 0.25
60 C -0.39
61 C -0.52
62 O -0.47
63 C -0.39
64 H 0.34
65 H -0.36
66 H 0.12
67 H 0.31
68 H 0.30
69 H 0.27
70 H 0.20
71 H 0.27



Entry from the OMol25 dataset: a 3-piece molecular cluster, C20H40ClN2O3S overall in a non-equilibrium geometry (the ωB97M-V functional and the def2-TZVPD basis).

Last columns: bonded neighbours and bond lengths (Å).
Positions of all 67 atoms, in Å:
1 O 4.2048 -3.0337 -2.4860  C2 1.144
2 C 3.2326 -3.2814 -3.0366  O1 1.144, Cl3 1.743, C4 1.558
3 Cl 1.8389 -2.2358 -3.0612  C2 1.743
4 C 3.1445 -4.6504 -3.7756  C2 1.558, S5 1.825, H6 1.091, H7 1.094
5 S 4.3798 -4.7779 -5.1129  C4 1.825, H8 1.358, H9 1.358
6 H 2.1431 -4.8836 -4.1407  C4 1.091
7 H 3.4310 -5.3917 -3.0239  C4 1.094
8 H 4.8682 -3.5323 -5.3473  S5 1.358
9 H 5.3725 -5.6091 -4.7044  S5 1.358
10 C -2.2510 -2.0799 0.7390  C11 1.551, H21 1.089, H22 1.089, H23 1.091
11 C -2.0656 -1.9900 -0.7982  C10 1.551, C12 1.532, N16 1.492, C20 1.528
12 C -1.4518 -0.6369 -1.1721  C11 1.532, C13 1.527, H24 1.098, H25 1.094
13 C -2.4272 0.5310 -1.0453  C12 1.527, C14 1.528, H26 1.094, H27 1.093
14 C -3.7112 0.2480 -1.8237  C13 1.528, C15 1.532, H28 1.092, H29 1.095
15 C -4.3530 -1.0897 -1.4400  C14 1.532, N16 1.493, C18 1.542, C19 1.531
16 N -3.3722 -2.2141 -1.4818  C11 1.492, C15 1.493, O17 1.295
17 O -3.1397 -2.5096 -2.7210  N16 1.295
18 C -4.9855 -0.9656 -0.0391  C15 1.542, H30 1.092, H31 1.090, H32 1.087
19 C -5.5481 -1.3562 -2.3596  C15 1.531, H33 1.089, H34 1.090, H35 1.092
20 C -1.0641 -3.0960 -1.1282  C11 1.528, H36 1.092, H37 1.092, H38 1.091
21 H -2.3223 -1.1040 1.2171  C10 1.089
22 H -3.1297 -2.6669 1.0030  C10 1.089
23 H -1.4069 -2.5846 1.2107  C10 1.091
24 H -1.0885 -0.6674 -2.2073  C12 1.098
25 H -0.5729 -0.4459 -0.5490  C12 1.094
26 H -2.6525 0.7288 0.0064  C13 1.094
27 H -1.9599 1.4415 -1.4282  C13 1.093
28 H -4.4239 1.0585 -1.6594  C14 1.092
29 H -3.4802 0.2563 -2.8942  C14 1.095
30 H -5.3868 -1.9251 0.2927  C18 1.092
31 H -5.8112 -0.2538 -0.0555  C18 1.090
32 H -4.3017 -0.6039 0.7249  C18 1.087
33 H -5.2720 -1.3609 -3.4132  C19 1.089
34 H -6.2988 -0.5767 -2.2311  C19 1.090
35 H -6.0163 -2.3131 -2.1215  C19 1.092
36 H -1.4601 -4.0788 -0.8641  C20 1.092
37 H -0.1436 -2.9459 -0.5599  C20 1.092
38 H -0.7827 -3.1061 -2.1819  C20 1.091
39 C 3.3087 1.4638 0.9167  C40 1.551, H50 1.089, H51 1.089, H52 1.091
40 C 2.0239 1.2985 1.7702  C39 1.551, C41 1.532, N45 1.492, C49 1.531
41 C 0.8197 1.8777 1.0217  C40 1.532, C42 1.527, H53 1.096, H54 1.094
42 C 0.8034 3.4042 0.9772  C41 1.527, C43 1.528, H55 1.094, H56 1.092
43 C 0.9391 3.9844 2.3842  C42 1.528, C44 1.532, H57 1.092, H58 1.095
44 C 2.1572 3.4369 3.1356  C43 1.532, N45 1.492, C47 1.542, C48 1.531
45 N 2.2132 1.9460 3.1005  C40 1.492, C44 1.492, O46 1.294
46 O 1.3163 1.4844 3.9109  N45 1.294
47 C 3.4398 4.0487 2.5369  C44 1.542, H59 1.092, H60 1.090, H61 1.087
48 C 2.1381 3.9610 4.5743  C44 1.531, H62 1.089, H63 1.090, H64 1.092
49 C 1.8427 -0.2162 1.8994  C40 1.531, H65 1.092, H66 1.092, H67 1.090
50 H 3.2383 2.2755 0.1935  C39 1.089
51 H 4.1870 1.6233 1.5411  C39 1.089
52 H 3.5176 0.5619 0.3388  C39 1.091
53 H -0.1084 1.5398 1.4974  C41 1.096
54 H 0.7961 1.4860 0.0003  C41 1.094
55 H 1.6017 3.7794 0.3304  C42 1.094
56 H -0.1312 3.7483 0.5283  C42 1.092
57 H 1.0013 5.0731 2.3254  C43 1.092
58 H 0.0256 3.7602 2.9447  C43 1.095
59 H 4.3292 3.6208 3.0038  C47 1.092
60 H 3.4653 5.1250 2.7095  C47 1.090
61 H 3.5298 3.9222 1.4606  C47 1.087
62 H 1.2223 3.6989 5.1022  C48 1.089
63 H 2.2061 5.0490 4.5761  C48 1.090
64 H 2.9862 3.5725 5.1411  C48 1.092
65 H 2.6892 -0.6709 2.4182  C49 1.092
66 H 1.7796 -0.6653 0.9055  C49 1.092
67 H 0.9260 -0.4864 2.4244  C49 1.090

Summary:
Lowest unoccupied orbital energy (alpha / beta) ... -4.75 / -4.75 eV
Kohn-Sham gap (alpha / beta) ... 5.4 / 6.2 eV
Net charge ... +1
HOMO energy (alpha / beta) ... -10.107 / -10.906 eV
Multiplicity ... 3

Charge distribution, Mulliken scheme, values in e:
1 O -0.31
2 C 0.24
3 Cl -0.02
4 C -0.30
5 S -0.02
6 H 0.38
7 H 0.34
8 H 0.33
9 H 0.33
10 C -2.04
11 C 2.14
12 C -0.55
13 C -0.26
14 C -1.59
15 C 1.65
16 N 0.42
17 O -0.63
18 C -1.74
19 C -1.81
20 C -1.85
21 H 0.31
22 H 0.35
23 H 0.52
24 H 0.44
25 H -0.44
26 H 0.27
27 H 0.50
28 H 0.43
29 H 0.37
30 H 0.37
31 H 0.44
32 H 0.32
33 H 0.37
34 H 0.42
35 H 0.44
36 H 0.47
37 H 0.39
38 H 0.31
39 C -2.08
40 C 2.16
41 C -0.85
42 C -0.84
43 C -1.30
44 C 1.57
45 N 0.44
46 O -0.60
47 C -1.72
48 C -1.79
49 C -1.89
50 H 0.33
51 H 0.38
52 H 0.51
53 H 0.29
54 H 0.27
55 H 0.35
56 H 0.40
57 H 0.43
58 H 0.36
59 H 0.36
60 H 0.44
61 H 0.32
62 H 0.36
63 H 0.42
64 H 0.44
65 H 0.47
66 H 0.39
67 H 0.35